Below is C5H10NaO as an isolated structure, with properties calculated with wB97M-V/def2-TZVPD.

The HOMO energy is -14.040 eV. As for the charge: +1. The multiplicity is 1. The calculation puts the energy above the lowest of the compared OMol25 structures with the same formula, charge and spin at 0.000 eV. The calculation puts the HOMO-LUMO gap at 9.093 eV. Its LUMO energy is -4.95 eV. The calculation puts the molar mass at 109.1 Da.

Last column: Löwdin charge in e.
CARTESIAN COORDINATES (ANGSTROEM)
O1 -0.4891 -1.0901 1.3454  -0.0670
C1 -0.8287 0.6699 -0.9974  -0.1679
C2 0.2602 1.3304 -0.1077  -0.1753
C3 -0.4380 -0.8181 -1.0874  -0.1397
C4 1.2112 0.1881 0.3028  -0.1507
C5 0.3611 -1.0688 0.1897  -0.3866
H1 -1.1337 -1.8187 1.2268  0.1179
H2 -1.8221 0.7729 -0.5198  0.1105
H3 -0.8879 1.1341 -2.0006  0.1176
H4 -0.2037 1.7795 0.7915  0.0850
H5 0.8021 2.1334 -0.6435  0.1183
H6 -1.3091 -1.4946 -1.1817  0.1245
H7 0.2240 -0.9987 -1.9562  0.1310
H8 1.6318 0.3065 1.3199  0.1082
H9 2.0588 0.1062 -0.4046  0.1332
H10 0.9681 -1.9958 0.1452  0.1554
Na1 -0.4049 0.8637 3.5777  0.8856

Below is a 2-piece molecular cluster, C5H7NO2 overall, with properties calculated with wB97M-V/def2-TZVPD.

The HOMO energy (alpha / beta) is -8.394 / -8.431 eV. The multiplicity is 1. The calculation puts the energy above the lowest of the compared OMol25 structures with the same formula, charge and spin at 5.118 eV. The calculation puts the HOMO-LUMO gap (alpha / beta) at 6.447 / 6.569 eV. Its LUMO energy (alpha / beta) is -1.95 / -1.86 eV. The calculation puts the molar mass at 113.1 Da.

Last column: Löwdin charge in e.
CARTESIAN COORDINATES (ANGSTROEM)
C1 2.1712 0.1265 0.6203  -0.0195
C2 -0.3499 -0.5741 0.4528  -0.4245
C3 0.7585 0.4405 0.1836  -0.3653
C4 -2.3295 1.3710 -1.5173  -0.0833
C5 -0.0629 -1.8585 0.7792  0.0848
O1 -1.5507 -0.1342 0.2135  -0.1184
N1 -2.5665 0.2468 -1.8661  0.2284
O2 0.4834 1.4854 -0.3703  0.0688
H1 2.7921 1.0059 0.4662  0.0821
H2 2.2004 -0.1712 1.6687  0.0886
H3 2.5687 -0.7015 0.0299  0.0883
H4 -2.4535 2.3374 -1.9957  0.1177
H5 -1.7450 1.2164 -0.4149  0.1410
H6 0.9504 -2.2170 0.8681  0.0488
H7 -0.8667 -2.5734 0.8818  0.0625

Below is C20H60FeO14PS10 as an isolated structure, with properties calculated with wB97M-V/def2-TZVPD.

The HOMO energy (alpha / beta) is -7.788 / -7.788 eV. The multiplicity is 6. The calculation puts the HOMO-LUMO gap (alpha / beta) at 7.756 / 7.533 eV. Its LUMO energy (alpha / beta) is -0.03 / -0.25 eV. The calculation puts the molar mass at 932.2 Da.

Last column: Löwdin spin population.
CARTESIAN COORDINATES (ANGSTROEM)
Fe1 -0.7232 1.3689 -0.1479  4.2127
P1 1.2965 -0.2801 0.0293  0.0123
O1 0.8285 0.8511 -1.1131  0.2502
O2 2.3193 0.5024 0.8492  0.0186
O3 1.5691 -1.7018 -0.5248  0.0152
O4 -0.1020 -0.1207 0.8240  0.2350
C1 3.3658 -1.4670 -4.4622  0.0000
S1 2.9561 -3.1415 -3.7364  0.0000
O5 3.3211 -4.1401 -4.7649  0.0000
C2 4.1030 -3.1480 -2.3532  0.0000
H1 4.4212 -1.5848 -4.6761  0.0000
H2 3.2104 -0.6671 -3.7532  0.0001
H3 2.7125 -1.3470 -5.3144  0.0000
H4 3.7518 -2.3932 -1.6713  0.0000
H5 5.1232 -2.9992 -2.6444  0.0000
H6 4.0061 -4.0731 -1.8337  0.0000
C3 5.1747 0.1402 -0.9211  0.0000
S2 6.0767 0.4722 -2.4424  0.0000
O6 4.9814 0.7876 -3.4943  0.0001
C4 6.7703 2.1686 -2.1657  0.0000
H7 4.5732 1.0426 -0.6798  0.0000
H8 5.8186 -0.0517 -0.0984  0.0000
H9 4.4830 -0.6521 -1.1724  0.0000
H10 5.9485 2.8161 -2.0437  0.0000
H11 7.2726 2.4207 -3.1222  0.0000
H12 7.4092 2.2911 -1.2835  0.0000
C5 -0.6955 1.3284 -3.9417  0.0009
S3 -1.0439 2.9726 -3.3255  0.0080
O7 -1.2633 2.8387 -1.8315  0.0348
C6 0.7088 3.6021 -3.4049  0.0009
H13 -1.7142 0.8894 -4.1477  0.0000
H14 -0.2642 0.7436 -3.1445  0.0000
H15 -0.1500 1.3818 -4.8958  0.0000
H16 0.8316 4.2861 -4.2249  0.0001
H17 1.3271 2.7386 -3.5429  0.0001
H18 0.8449 4.0165 -2.4201  0.0000
C7 -3.9001 -1.5570 -2.6131  0.0011
S4 -3.1607 -0.7776 -1.1883  -0.0003
O8 -2.1526 0.0591 -1.8978  0.0268
C8 -4.6102 0.2107 -0.9832  -0.0003
H19 -4.9155 -1.8319 -2.3672  0.0003
H20 -3.3035 -2.4387 -2.9936  0.0000
H21 -3.8241 -0.7835 -3.3677  0.0001
H22 -4.3647 1.0272 -0.2713  -0.0001
H23 -5.3869 -0.3914 -0.5546  -0.0001
H24 -4.9995 0.6212 -1.8888  0.0000
C9 -4.5741 3.8183 -0.6875  -0.0001
S5 -4.7347 5.4556 -0.0034  0.0000
O9 -6.1783 5.6069 0.3782  0.0000
C10 -3.7915 5.0951 1.5409  0.0000
H25 -3.5313 3.5227 -0.7055  -0.0001
H26 -5.0386 3.7410 -1.6753  0.0000
H27 -5.1892 3.2374 -0.0161  0.0000
H28 -3.8438 6.0574 2.0817  0.0000
H29 -2.7206 4.9119 1.3764  0.0000
H30 -4.3477 4.3732 2.0625  0.0000
C11 -3.5526 1.5357 3.1605  0.0029
S6 -2.3846 0.6163 2.2559  0.0082
O10 -2.2931 1.5887 1.0155  0.0793
C12 -0.8605 0.9448 3.1917  0.0013
H31 -4.4630 1.5099 2.5825  0.0002
H32 -3.1105 2.5355 3.2938  0.0001
H33 -3.7493 1.0649 4.1086  0.0006
H34 -0.7522 2.0272 3.4104  0.0001
H35 -0.0952 0.5097 2.5837  0.0001
H36 -1.0576 0.3733 4.0908  0.0000
C13 -0.6883 -4.1507 -0.7351  -0.0001
S7 0.1940 -4.6481 0.7252  0.0000
O11 -0.2229 -6.0041 1.0558  0.0000
C14 1.8171 -4.7470 -0.0355  0.0000
H37 -0.5785 -3.1001 -0.9931  0.0000
H38 -1.6901 -4.4723 -0.5232  0.0000
H39 -0.2737 -4.7737 -1.5431  0.0000
H40 1.8457 -5.7884 -0.3302  0.0000
H41 2.5763 -4.4706 0.6895  0.0000
H42 1.9171 -4.0693 -0.8632  0.0000
C15 -4.3279 -4.4441 1.6503  0.0000
S8 -3.2863 -3.0323 1.4141  0.0000
O12 -4.1507 -1.8598 1.7658  0.0001
C16 -2.2564 -3.3384 2.9176  0.0000
H43 -4.9138 -4.3404 2.5573  0.0000
H44 -3.7949 -5.3691 1.6451  0.0000
H45 -5.0334 -4.4164 0.7892  0.0000
H46 -2.7144 -2.7697 3.6836  0.0000
H47 -1.2659 -2.9582 2.7063  0.0001
H48 -2.2184 -4.4300 3.0250  0.0000
C17 2.3785 -2.3516 5.3631  0.0000
S9 1.2552 -2.7006 3.9970  0.0001
O13 0.2450 -1.5649 4.0668  0.0005
C18 2.3275 -2.3248 2.6798  0.0001
H49 2.6400 -1.3040 5.4979  0.0000
H50 3.3134 -2.9256 5.1214  0.0000
H51 1.9966 -2.6794 6.3251  0.0000
H52 3.1290 -3.0312 2.6072  0.0000
H53 2.7668 -1.3621 2.9555  0.0000
H54 1.7684 -2.3544 1.7007  0.0002
C19 0.7499 5.2396 0.6611  0.0031
S10 1.3607 3.5146 0.4406  0.0053
O14 0.1081 2.8258 1.0234  0.0790
C20 2.5195 3.3705 1.6941  0.0018
H55 0.6039 5.2927 1.7643  0.0001
H56 -0.1411 5.0129 0.1036  0.0000
H57 1.3438 6.0478 0.2345  0.0006
H58 2.6163 2.2904 1.8368  0.0000
H59 2.2536 3.8823 2.6451  -0.0001
H60 3.4672 3.7494 1.3568  0.0004

Below is a single C3H2N4O molecule, with properties calculated with wB97M-V/def2-TZVPD.

The HOMO energy is -9.396 eV. The multiplicity is 1. The calculation puts the energy above the lowest of the compared OMol25 structures with the same formula, charge and spin at 1.865 eV. Its SMILES is O=c1ncnncn1. The calculation puts the HOMO-LUMO gap at 7.902 eV. Its LUMO energy is -1.49 eV. The calculation puts the molar mass at 110.1 Da.

Last column: Löwdin charge in e.
CARTESIAN COORDINATES (ANGSTROEM)
O1 -2.1311 -0.5101 0.9450  0.1396
C1 -1.3994 -0.2987 0.0263  -0.4736
N1 -1.0939 1.0181 -0.5356  0.1344
C2 0.0034 1.5095 -0.1040  -0.1251
N2 1.0848 0.7961 0.7118  0.0469
N3 1.4921 -0.3762 0.5658  0.0305
C3 0.7863 -1.3218 -0.2046  -0.2109
N4 -0.4314 -1.2910 -0.4426  0.1680
H1 0.2351 2.6500 -0.4009  0.1553
H2 1.4542 -2.1760 -0.5612  0.1348

Below is a 4-piece molecular cluster, CH10O3S2 overall, with properties calculated with wB97M-V/def2-TZVPD.

The HOMO energy (alpha / beta) is -14.366 / -14.365 eV. As for the charge: +1. The multiplicity is 2. The calculation puts the energy above the lowest of the compared OMol25 structures with the same formula, charge and spin at 1.307 eV. The calculation puts the HOMO-LUMO gap (alpha / beta) at 8.536 / 5.946 eV. Its LUMO energy (alpha / beta) is -5.83 / -8.42 eV. The calculation puts the molar mass at 134.2 Da.

Last column: Löwdin spin population.
CARTESIAN COORDINATES (ANGSTROEM)
C1 -2.0810 -0.1423 0.5749  0.0320
S1 -1.7448 1.2478 1.7612  0.4833
S2 -1.3596 2.7106 0.2652  0.4418
H1 -3.1605 -0.2984 0.3994  0.0102
H2 -1.8325 -1.1033 1.1358  0.0037
H3 -1.4825 -0.2341 -0.3343  0.0012
H4 -1.5863 2.1507 -0.9579  0.0190
H5 0.8218 0.6082 -2.7480  -0.0001
H6 0.6972 -0.3377 -1.7804  -0.0001
O1 0.1635 0.0411 -2.4018  0.0025
H7 3.3163 -0.1246 -0.3085  0.0000
H8 2.5299 -1.4145 0.0114  0.0000
O2 2.6917 -0.7924 -0.6884  0.0001
H9 0.7177 -1.0532 1.0640  0.0002
H10 0.9313 -0.6065 2.4380  0.0011
O3 1.3778 -0.6515 1.5694  0.0050

Below is an isolated ion of composition C9H11NO3P and charge -1, with properties calculated with wB97M-V/def2-TZVPD.

The HOMO energy (alpha / beta) is -3.871 / -3.872 eV. As for the charge: -1. The multiplicity is 1. The calculation puts the energy above the lowest of the compared OMol25 structures with the same formula, charge and spin at 3.113 eV. The calculation puts the HOMO-LUMO gap (alpha / beta) at 7.248 / 7.249 eV. Its LUMO energy (alpha / beta) is 3.38 / 3.38 eV. The calculation puts the molar mass at 212.2 Da.

Last column: Löwdin charge in e.
CARTESIAN COORDINATES (ANGSTROEM)
C1 -0.0496 -0.5230 -3.3556  -0.1006
C2 -1.3428 -0.0737 -2.8774  -0.0977
C3 0.9704 -0.8202 -2.4361  -0.0691
C4 -1.5099 0.2240 -1.5227  -0.0885
C5 0.7140 -0.6189 -1.0695  -0.2776
C6 -0.4224 0.0268 -0.6672  0.0003
C7 1.7532 -0.8309 -0.0211  -0.1652
C8 1.2864 -0.3606 1.3651  -0.1860
C9 0.1807 0.6923 1.5088  -0.3379
N1 0.4223 2.0057 1.4062  0.0222
O1 -0.7375 -0.1718 3.9581  -0.3546
O2 -2.0778 1.5847 2.6446  -0.3740
O3 -2.0535 -0.8491 1.8968  -0.1997
P1 -1.2454 0.3396 2.6567  0.2206
H1 0.0501 -0.7211 -4.3925  0.0625
H2 -1.9718 0.3571 -3.5883  0.0574
H3 1.8310 -1.3724 -2.7549  0.0864
H4 -2.3290 0.7698 -1.2601  0.0594
H5 2.0078 -1.8838 0.1072  0.1088
H6 2.6672 -0.2605 -0.2022  0.1025
H7 0.8505 -1.1185 1.8872  0.0491
H8 2.2055 0.0751 1.9367  0.1447
H9 -1.6288 -1.5495 2.5167  0.0886
H10 0.9660 2.5493 0.6726  0.1246
H11 -0.5368 2.5298 1.5908  0.1240

Below is C2H11N2O2Os as an isolated structure, with properties calculated with wB97M-V/def2-TZVPD.

The HOMO energy (alpha / beta) is -12.150 / -14.150 eV. As for the charge: +1. The multiplicity is 5. The calculation puts the HOMO-LUMO gap (alpha / beta) at 8.331 / 8.000 eV. Its LUMO energy (alpha / beta) is -3.82 / -6.15 eV. The calculation puts the molar mass at 285.4 Da.

Last column: Löwdin spin population.
CARTESIAN COORDINATES (ANGSTROEM)
C1 0.3029 -1.8092 -1.8639  0.0925
Os1 0.0448 -0.3521 -0.5034  3.0541
N1 -0.1637 1.2795 0.9883  0.0241
N2 -1.4392 -1.4010 0.5654  0.1872
H1 -0.7437 2.0916 0.7565  0.0025
H2 1.1412 -0.6453 0.6526  0.0830
H3 1.3537 -1.7296 -2.2440  0.0375
H4 -0.3685 -1.7913 -2.7473  0.0196
H5 0.2595 -2.8425 -1.4226  0.0237
H6 -2.2442 -0.8331 0.8561  0.0146
H7 -1.0061 -1.7540 1.4273  0.0146
H8 -1.8117 -2.2179 0.0648  0.0113
H9 -0.4734 1.0094 1.9208  0.0036
H10 0.7606 1.7111 1.1657  0.0073
O1 1.1292 2.4103 -2.7705  0.0434
C2 0.7313 1.5288 -2.0546  0.0876
O2 -0.5052 1.0098 -1.8959  0.2527
H11 1.4399 1.0079 -1.3376  0.0407

Below is an isolated ion of composition C9H16N5O and charge +1, with properties calculated with wB97M-V/def2-TZVPD.

The HOMO energy is -12.994 eV. As for the charge: +1. The multiplicity is 1. The calculation puts the energy above the lowest of the compared OMol25 structures with the same formula, charge and spin at 4.110 eV. Its SMILES is CN(C)[C@@H](ON=C(C#N)C#N)[N+](C)(C)C. The calculation puts the HOMO-LUMO gap at 8.468 eV. Its LUMO energy is -4.53 eV. The calculation puts the molar mass at 210.3 Da.

Last column: Löwdin charge in e.
CARTESIAN COORDINATES (ANGSTROEM)
C1 -0.7223 2.3989 0.4072  -0.0778
N1 -0.9726 1.2975 -0.4467  -0.1964
C2 -1.2300 1.7297 -1.8198  -0.0444
C3 -0.1012 0.0781 -0.3315  -0.2776
O1 1.1683 0.3867 0.1599  -0.0358
N2 2.0394 -0.3131 -0.6452  0.1359
C4 3.2919 -0.2783 -0.3589  -0.2419
C5 4.2187 -0.8688 -1.3219  -0.1145
N3 5.1016 -1.3183 -1.8835  0.2209
C6 3.6928 0.2431 0.8670  -0.1338
N4 3.7445 0.6043 1.9583  0.2418
N5 -0.8529 -0.9428 0.4998  -0.2424
C7 -0.7434 -0.4281 1.8652  0.0463
C8 -2.2562 -1.1428 -0.0150  0.0403
C9 -0.1544 -2.2513 0.3019  0.0410
H1 -1.5708 2.7336 1.0771  0.1106
H2 0.1313 2.2792 1.0163  0.0756
H3 -0.7634 3.2309 -0.3758  0.1171
H4 -2.1252 2.2431 -1.7845  0.0804
H5 -0.5318 2.2070 -2.4004  0.0751
H6 -1.3944 0.7583 -2.3141  0.0996
H7 0.0075 -0.3201 -1.3085  0.1472
H8 0.3015 -0.2065 1.9476  0.1193
H9 -1.2821 0.3950 1.8913  0.0531
H10 -1.1721 -0.9382 2.6623  0.1157
H11 -2.2409 -1.5276 -1.0433  0.1174
H12 -2.7771 -1.9483 0.4511  0.1099
H13 -2.8472 -0.2433 -0.0717  0.1096
H14 -0.5581 -2.8039 -0.4807  0.0936
H15 0.8535 -2.2765 0.1911  0.0623
H16 -0.2548 -2.7776 1.3054  0.1522